Formula: C2H8N2O2S2
Source: the OMol25 dataset
Level of theory: ωB97M-V/def2-TZVPD

Summary:
E_HOMO   -8.399 eV
Energy above the lowest of the compared OMol25 structures with the same formula, charge and spin   37.44 kcal per mole
LUMO   0.0175 hartree

Each line ends with the Löwdin charge.
Cartesian coordinates (Å):
C (-0.469838, -1.751605, -0.089262)  -0.16
C (-0.038013, -0.535991, 0.565450)  -0.54
N (-1.206302, 1.547721, 1.184288)  -0.22
N (1.686250, 0.255110, -1.323557)  -0.24
O (-2.123686, 0.448702, -0.897108)  -0.49
O (1.601526, 1.511991, 0.942216)  -0.54
S (-0.853536, 0.929718, -0.372821)  0.84
S (1.724292, 0.176121, 0.352446)  0.84
H (0.082706, -2.669179, 0.317776)  0.12
H (-1.442574, -1.851537, -0.019009)  0.02
H (-0.186230, -1.872047, -1.128567)  0.07
H (-0.446598, -0.526544, 1.527144)  0.07
H (-0.322453, 2.044146, 1.495111)  0.05
H (-1.934624, 2.245106, 0.971443)  0.05
H (1.468252, -0.654154, -1.730902)  0.05
H (2.460828, 0.702440, -1.794646)  0.06

Atoms 1-2, force components in eV/Å:
C 6.2 -2.9 -1.0
C 1.3 2.4 -3.2

=====

Formula: C2H8N2O3
Source: the OMol25 dataset
Level of theory: ωB97M-V/def2-TZVPD

Summary:
E_HOMO   -9.482 eV
SMILES string   CN(O)C(N)(O)O
Energy above the lowest of the compared OMol25 structures with the same formula, charge and spin   49.80 kcal per mole
LUMO   0.0280 hartree

Each line ends with the Löwdin charge.
Cartesian coordinates (Å):
C (1.522921, -0.102178, -0.681611)  -0.07
N (0.182868, 0.452429, -0.696967)  -0.20
O (0.249113, 1.847161, -0.503245)  -0.04
C (-0.777201, -0.225178, 0.246274)  -0.72
N (-0.152254, -0.882755, 1.349228)  0.14
O (-1.666871, 0.718381, 0.740976)  0.05
O (-1.369549, -1.131299, -0.622972)  0.02
H (1.999010, 0.002196, 0.298471)  0.08
H (2.109914, 0.412933, -1.439549)  0.09
H (1.445124, -1.155017, -0.942771)  0.09
H (0.366934, 2.026482, 0.448491)  0.11
H (0.026601, -1.850801, 1.116015)  0.10
H (-0.775748, -0.853450, 2.146516)  0.09
H (-1.883753, 1.348022, 0.033905)  0.12
H (-1.277110, -0.606926, -1.492761)  0.15

Atoms 1-2, force components in eV/Å:
C 0.0 0.1 0.0
N 0.1 0.4 0.1